# 1
A cluster of 9 separate species, C64H150BF4N8O3 in total at a distorted geometry. Source: OMol25; level of theory: ωB97M-V with the def2-TZVPD basis set.

The molar mass is 1166.76 g mol⁻¹. As for the largest force on an atom: 3.17 eV Å⁻¹. Its HOMO-LUMO gap is 9.041 eV. Its total energy is -3613.81856 hartree. Its relative energy (zero: lowest compared OMol25 entry of this formula, charge and spin) is 2.5930 eV. Its total charge is +7.

The geometry in XYZ format:
```
230
Properties=species:S:1:pos:R:3:forces:R:3
F 0.365 -0.391 -1.659 0.428 -0.774 -0.906
F 1.520 -0.513 0.350 0.360 -0.558 0.231
F -0.714 0.058 0.216 -1.278 -0.587 1.352
F 0.840 1.443 -0.498 1.015 2.303 -0.162
O 1.898 -3.560 -3.271 -1.027 0.738 1.001
O 2.521 2.978 3.019 -0.165 -1.636 -0.512
O -9.456 0.203 0.142 -0.078 -0.886 -0.062
N 3.697 5.431 1.740 -0.275 -0.452 -0.588
N -6.732 -1.133 0.099 0.600 -1.380 2.788
N -4.011 -0.603 5.688 0.261 -0.434 -0.217
N 1.281 -3.711 4.062 -1.418 -1.430 1.936
N 1.380 0.361 -5.251 0.987 0.526 -0.760
N 5.390 -1.051 -0.882 -0.112 -0.496 -0.407
N 2.793 -5.666 -4.919 2.412 0.945 -1.155
N -3.666 6.506 0.310 1.152 -1.046 -0.500
C -4.296 7.227 1.517 -0.882 -0.678 -0.287
C -4.236 -0.392 -0.276 0.190 -0.774 0.947
C 1.610 1.871 2.837 0.345 1.215 0.117
C -3.550 0.734 5.023 0.583 -1.826 -1.940
C 4.580 4.149 1.303 -1.011 0.568 0.840
C -6.240 -0.596 4.760 0.542 -1.580 -0.908
C -1.866 1.634 3.184 -0.927 -1.669 0.668
C 0.866 -4.145 -4.083 1.159 -0.611 1.543
C -2.812 0.402 3.689 1.464 1.308 -0.284
C 1.870 4.182 3.248 2.032 1.112 0.045
C 2.760 -0.018 -5.851 -1.576 0.428 -0.186
C 1.017 -2.518 3.127 0.260 -0.466 -0.166
C -4.830 6.292 -0.725 0.069 2.826 0.567
C -6.350 -3.810 -0.018 1.244 0.200 0.555
C 3.012 5.267 3.174 -0.878 -0.715 -1.002
C 6.259 1.210 -0.537 -0.281 1.584 -0.195
C 5.649 3.758 2.330 0.548 0.654 -0.167
C 1.117 -4.996 3.239 -0.332 0.562 -2.729
C 4.478 -3.598 -5.346 -0.291 -0.622 -0.450
C 3.191 6.065 -0.783 0.964 0.299 0.681
C 3.856 -3.452 3.839 0.187 0.089 -0.237
C -4.860 -1.441 4.716 -1.571 1.701 0.194
C -6.257 0.177 6.058 0.673 0.602 0.730
C -7.617 -1.447 1.373 -0.188 0.347 -0.566
C 5.221 -3.546 4.494 0.108 -0.870 1.904
C -2.908 -1.413 6.351 0.007 0.137 0.067
C 6.617 -0.165 -1.002 1.995 -0.996 1.295
C 4.348 -0.057 -1.443 -0.127 -0.705 1.184
C -10.824 -0.212 0.059 -0.369 1.202 0.324
C -8.799 -0.060 -1.052 1.753 0.965 0.136
C 3.501 -7.830 -3.563 0.108 1.489 -0.037
C 4.113 -4.904 -4.558 -0.389 1.339 0.763
C -2.852 4.157 -0.474 1.857 -0.528 0.609
C 0.178 -3.665 5.181 1.151 0.553 -0.537
C 1.638 -4.703 -5.260 -0.916 -0.012 0.910
C 1.012 -3.103 1.740 -1.014 0.718 0.029
C -4.967 -0.262 6.767 -0.760 0.181 0.813
C 0.418 0.904 -6.415 0.276 -2.200 0.599
C -5.782 7.400 1.140 -0.229 1.196 -0.561
C 7.137 -4.260 -2.474 -1.173 -0.766 -0.180
C 4.757 1.290 -0.794 -1.685 -0.589 0.099
C 2.475 -6.678 -3.819 -0.304 -0.913 -0.939
C -5.326 -0.843 0.766 -0.607 1.036 -2.027
C 2.279 3.660 -3.308 -0.150 0.653 -0.178
C 2.639 -3.779 4.792 0.726 1.266 -1.402
C 0.750 -0.937 -4.768 -0.179 0.466 -0.868
C 6.694 -3.268 -1.377 0.488 -0.589 0.738
C 5.491 -2.374 -1.725 0.331 0.902 -0.074
C 0.431 -4.485 1.892 1.566 -1.126 0.835
C -0.981 0.315 -6.020 1.388 0.773 -0.667
C 1.545 -3.280 -1.891 0.269 -0.888 -0.372
C 3.189 -6.397 -6.231 -0.398 0.563 0.422
C -1.889 2.910 -0.115 -1.662 0.452 -0.192
C -0.714 -0.719 -4.921 -2.266 0.604 0.756
C 1.527 1.339 -4.083 0.618 1.118 -1.478
C 2.303 2.702 -4.517 -0.418 -1.653 1.289
C -3.113 5.096 0.734 -1.097 -0.009 -1.484
C 5.081 -1.458 0.589 -0.026 0.315 -1.074
C -5.741 7.505 -0.413 0.414 -0.729 0.692
C -7.305 0.128 -0.718 0.983 -2.820 0.973
C -6.681 -2.490 -0.740 -2.108 0.333 0.743
C 4.584 6.674 1.816 -0.320 -1.147 0.827
C -2.483 7.342 -0.256 -1.102 -1.146 0.204
C 2.636 5.683 0.607 0.298 0.482 0.261
B 0.516 0.141 -0.379 -0.239 -0.374 -0.461
H 4.186 1.311 0.134 0.208 0.094 0.320
H -6.575 0.104 -1.527 -0.508 0.616 -0.372
H 0.555 -5.865 3.581 -0.076 0.620 1.197
H -5.093 -1.706 1.390 0.217 -0.302 -0.690
H 5.407 3.423 3.339 -0.782 -0.101 -0.327
H -1.285 -1.621 -5.140 0.393 -0.242 -0.141
H -2.068 6.785 -1.096 -0.220 0.315 -0.149
H 2.057 6.539 0.955 0.026 0.025 0.213
H 2.529 -0.830 -6.541 0.323 -0.327 0.379
H 3.396 -0.285 -5.007 0.166 -0.022 -0.379
H -3.484 0.113 2.881 -0.548 0.770 0.018
H 2.144 0.989 2.483 0.140 0.153 0.261
H 5.857 -2.155 0.906 0.209 0.559 0.144
H -3.262 -0.576 0.178 0.139 -0.124 0.105
H -2.283 4.753 -1.187 -0.182 -0.195 -0.402
H -8.991 0.683 -1.826 -0.389 0.208 -0.176
H -3.958 4.661 1.269 0.393 0.106 0.677
H -7.751 -2.661 -0.854 -0.086 0.404 -0.692
H 1.265 3.921 -3.007 -0.161 -0.223 -0.029
H -2.435 2.553 3.047 -0.198 -0.124 0.004
H -2.864 8.323 -0.537 0.218 -0.130 0.014
H 7.223 -3.841 -3.477 0.773 0.313 0.251
H -2.276 -0.546 3.725 0.816 0.206 0.544
H 2.389 6.266 -1.493 -0.074 -0.328 0.153
H 5.374 -3.121 -4.950 0.133 -0.463 0.298
H -7.118 -1.242 4.763 0.273 -0.359 -0.270
H 0.845 -5.237 -5.784 0.649 -0.154 -0.884
H 3.794 5.049 3.902 0.119 -0.341 -0.365
H -9.043 -1.028 -1.490 0.124 -0.234 0.078
H 4.939 -0.568 1.202 0.574 -0.069 -0.037
H -1.996 -1.427 5.755 -0.091 0.346 0.191
H -4.384 -1.471 3.736 -0.095 0.070 0.217
H 5.453 -2.025 -2.757 0.690 0.086 -0.109
H -4.208 -0.956 -1.208 -0.362 -0.167 0.096
H 5.162 6.763 0.896 -0.192 0.228 0.223
H 2.730 -4.766 5.246 -0.098 0.003 -0.167
H -5.469 -0.048 1.497 -0.336 0.258 -0.194
H -7.104 0.908 0.017 -0.373 0.365 -0.441
H -4.176 0.666 -0.533 -0.714 0.056 0.178
H 1.493 4.256 4.268 -0.257 -0.029 0.192
H -3.199 -2.446 6.542 -0.531 0.011 -0.584
H -0.654 -4.579 1.932 0.020 0.411 0.153
H 3.633 -8.499 -4.414 -0.097 -0.015 0.268
H 6.425 -5.066 -2.650 -1.106 0.253 0.230
H 6.877 1.977 -1.004 -0.260 -0.186 -1.006
H 0.516 1.969 -6.626 -0.042 -0.104 0.657
H 1.530 -4.225 -1.348 -0.042 -0.262 0.113
H 2.021 -3.084 1.328 -0.236 -0.138 -0.334
H 0.898 2.154 2.063 -0.242 -0.161 -0.061
H 3.856 -2.459 3.390 -0.842 0.398 0.319
H 2.266 -6.157 -2.885 -0.092 0.197 -0.299
H -5.416 5.414 -0.449 0.579 -0.255 -0.344
H -6.302 -0.017 3.838 -0.039 0.379 0.238
H 3.404 -0.467 -1.084 -0.301 0.471 -0.143
H 5.028 4.373 0.335 0.229 0.626 0.287
H -4.475 6.426 -1.746 0.291 -0.940 0.129
H -6.452 6.624 1.510 0.250 -0.237 -0.130
H 1.738 -1.707 3.230 0.001 -0.262 0.458
H -5.030 -2.467 5.042 0.376 0.242 0.558
H 4.708 -3.776 -6.397 0.072 -0.303 -0.009
H -7.133 -0.001 6.682 0.105 -0.234 -0.107
H 6.512 -3.823 -0.456 -0.884 -0.577 -0.140
H 1.910 3.105 -5.451 -0.428 0.262 0.368
H -2.183 5.219 1.289 -0.369 0.186 0.334
H -1.422 -0.229 -6.856 -0.076 0.680 -0.213
H 3.251 -8.361 -2.644 -0.614 -0.217 -0.344
H 0.294 -2.666 5.602 -0.311 0.032 -0.013
H 6.080 -3.228 3.903 -0.349 0.037 -0.197
H 7.549 -2.763 -0.929 0.263 0.902 -1.008
H -1.565 1.185 -5.722 -0.508 -0.555 0.112
H -4.524 0.465 7.447 0.005 0.232 -0.240
H 7.911 -4.976 -2.197 0.930 1.048 0.120
H -1.224 -0.352 -4.031 0.516 -0.008 0.453
H 0.582 -2.803 -1.713 0.045 0.277 -0.501
H 0.792 0.387 -7.298 0.035 0.043 -0.022
H 0.517 1.520 -3.716 0.019 0.250 -0.083
H 2.031 0.790 -3.287 0.201 0.154 -0.057
H 3.937 7.511 2.077 0.186 0.116 -0.442
H -1.908 2.155 -0.900 0.363 0.535 -0.616
H 2.797 3.320 -2.411 -0.095 -0.693 -0.103
H 2.121 -5.358 3.019 -0.054 0.148 0.000
H 2.760 4.625 -3.469 0.060 -0.063 -0.684
H -11.016 -1.259 -0.177 0.513 -0.186 -0.072
H 0.008 -2.135 3.276 0.131 -0.100 0.687
H 2.560 -3.036 5.586 0.268 0.004 0.009
H -3.820 8.191 1.695 0.151 -0.199 -0.224
H 0.313 -4.932 -3.570 0.221 -0.239 0.433
H -7.124 -4.113 0.687 -0.064 0.200 -0.153
H 6.520 1.524 0.473 -0.314 -1.127 0.483
H -7.141 -2.115 2.090 0.336 -0.538 -0.769
H 4.950 -5.602 -4.570 -0.315 -0.141 -0.477
H 0.286 -2.494 1.202 0.680 0.178 -0.652
H 1.051 -1.217 -3.759 0.279 0.253 -0.205
H -6.150 8.335 1.564 -0.016 -0.056 0.109
H 0.358 -4.360 6.001 0.212 -0.325 -0.439
H 5.235 6.492 2.671 0.190 0.240 -0.200
H -5.321 8.467 -0.706 0.444 -0.084 0.000
H 1.929 4.858 0.526 0.432 -0.363 0.267
H 5.410 -4.557 4.854 0.139 -0.341 -0.505
H 3.333 2.461 -4.779 0.106 -0.172 0.218
H -2.280 2.260 0.669 -0.126 0.617 0.486
H -2.799 -1.051 7.373 0.596 0.526 -0.305
H 2.572 6.193 3.544 0.180 0.468 -0.779
H 5.263 -3.045 5.461 -0.057 0.696 -0.165
H -6.201 -4.654 -0.692 -0.469 0.335 -0.553
H 7.430 -0.529 -0.373 -0.134 -0.460 0.021
H 3.370 -5.631 -6.985 -0.262 -0.022 0.036
H -3.763 3.791 -0.949 0.039 0.165 0.132
H -6.244 1.256 5.898 0.046 -0.009 -0.020
H 4.143 -6.904 -6.083 -0.382 -0.231 0.155
H -1.707 7.374 0.510 -0.295 0.323 0.141
H 3.942 -4.085 2.956 -0.643 -0.530 0.058
H -5.054 -1.167 7.369 -0.510 -0.094 -0.110
H 7.050 -0.181 -2.002 -0.683 -0.158 -0.269
H 3.827 3.403 1.045 0.053 -0.128 0.628
H 6.347 3.026 1.923 -0.293 -0.158 -0.228
H 3.143 0.745 -6.529 0.123 0.414 0.666
H -1.395 1.363 2.239 -0.112 -0.072 0.090
H 6.313 4.608 2.489 0.014 0.184 -0.059
H -2.945 1.297 5.733 -0.145 -0.192 0.020
H 1.580 -7.080 -4.293 -0.392 -0.439 0.840
H -11.243 0.426 -0.719 -0.702 -0.189 0.159
H -0.859 3.178 0.118 -0.153 0.097 -0.093
H 0.079 -3.436 -4.338 0.230 0.252 -0.532
H 2.004 -3.787 -5.724 0.379 -0.835 -0.779
H -4.399 1.294 4.632 -0.321 -0.028 1.082
H -7.831 -0.590 2.011 0.200 0.625 -0.794
H -5.404 -3.845 0.523 0.167 0.436 0.186
H 4.340 -0.055 -2.533 0.509 -0.187 0.034
H 4.144 -2.010 0.661 -0.142 0.081 -0.632
H 1.103 1.724 3.791 -0.092 -0.437 -0.033
H 0.763 -5.067 1.033 -0.126 -0.414 0.217
H -8.592 -1.809 1.045 0.316 -0.197 0.027
H 1.031 -1.687 -5.507 0.318 -0.042 0.232
H -0.806 -3.814 4.736 0.204 -0.024 -0.074
H -1.068 1.858 3.893 -0.185 -0.188 0.189
H -11.227 0.012 1.047 -0.312 0.025 -0.298
H 4.454 -7.391 -3.267 0.285 0.013 -0.378
H -4.163 6.573 2.379 0.102 0.236 0.028
H -6.297 -2.308 -1.744 0.530 0.072 0.390
H 2.343 -2.684 -1.447 -0.128 0.214 -0.236
H 1.051 4.341 2.547 -0.087 0.203 -0.174
H 4.299 2.111 -1.344 0.629 0.093 -0.331
H -6.653 7.462 -1.009 -0.319 -0.308 0.570
H 3.771 6.987 -0.739 -0.277 0.237 0.172
H 4.548 -2.918 -1.662 -0.104 0.093 0.650
H 3.931 5.379 -1.194 -0.462 -0.448 -0.102
H 3.746 -2.791 -5.372 -0.374 -0.308 0.453
H 3.984 -4.653 -3.505 -0.057 0.119 -0.093
H 2.376 -7.053 -6.541 0.176 -0.044 0.065
```
Forces are in eV/Å.

Atomic partial charges in e from the Mulliken method, atoms 1 to 99: 0.002 0.268 0.051 -0.077 0.947 -0.352 -0.348 0.345 0.488 0.441 0.781 0.511 0.652 0.372 0.434 -0.262 -1.455 -0.001 -0.871 -0.184 -0.039 -0.813 -0.733 0.870 -0.014 -0.878 -0.380 -0.585 -1.275 -1.056 -0.987 -1.397 -0.719 -1.286 -1.383 0.407 -0.761 -1.129 -1.402 -1.607 -1.002 -0.568 -0.200 -0.856 -0.686 -1.242 -0.552 -0.505 -1.286 -1.090 1.679 -0.708 -0.541 -0.754 -1.094 0.471 -0.164 -0.224 -0.848 -0.783 1.076 -0.928 -0.079 -0.810 -0.684 -1.524 -1.050 -0.256 -0.626 -0.024 -0.618 -0.953 -1.236 -0.568 -0.497 -0.378 -1.148 -1.062 0.034 -0.603 -0.322 0.424 0.392 0.341 0.314 0.751 0.378 0.441 0.628 -0.081 -0.709 -0.144 0.408 0.234 0.271 0.514 0.412 0.314 0.383

***

# 2
A cluster of 2 separate species, C6H13NO in total at a distorted geometry. Source: OMol25; level of theory: ωB97M-V with the def2-TZVPD basis set.

The multiplicity is 2. The molar mass is 115.18 g mol⁻¹. As for the largest force on an atom: 1.52 eV Å⁻¹. Its HOMO-LUMO gap (alpha / beta) is 2.283 / 7.574 eV. Its total energy is -366.30014 hartree. Its relative energy (zero: lowest compared OMol25 entry of this formula, charge and spin) is 1.9944 eV. Its total charge is -1. As for the expectation value of S²: 0.750.

The geometry in XYZ format:
```
21
Properties=species:S:1:pos:R:3:forces:R:3
O -3.303 1.794 -0.167 -0.098 0.409 0.006
N -0.611 1.399 -1.235 1.030 0.122 -0.414
C 1.909 -2.847 1.775 0.002 -0.548 0.035
C 0.137 -1.121 1.426 -0.406 0.749 -0.682
C 0.262 1.861 -2.325 -0.285 -1.255 0.464
C -0.185 0.293 -0.527 -1.157 0.904 0.123
C -0.388 0.117 0.789 1.154 -0.510 0.306
C 1.411 -1.498 1.344 0.348 -0.276 1.459
H -0.738 0.929 1.419 -0.304 -0.129 -0.198
H 2.223 -0.789 1.210 -0.362 0.217 -0.900
H 0.662 2.862 -2.187 -0.450 0.275 -0.137
H 0.119 -0.509 -1.189 0.519 -0.137 0.314
H 2.006 -3.479 0.894 0.045 -0.219 -0.135
H -0.601 -1.756 1.897 0.001 -0.454 0.083
H 2.899 -2.845 2.236 0.024 0.305 0.018
H 1.154 1.223 -2.324 -0.057 0.013 -0.095
H -3.484 2.707 -0.492 0.000 -0.296 0.101
H -0.260 1.672 -3.261 0.176 0.658 -0.361
H 1.252 -3.384 2.468 -0.186 0.209 -0.111
H -1.162 2.095 -0.759 0.005 -0.054 0.168
H -3.302 1.277 -0.992 -0.001 0.018 -0.044
```
Forces are in eV/Å.

Listed below, in e, are the Mulliken charges computed for each atom: -1.848 1.349 -1.154 -0.202 -2.220 -0.703 -0.789 -0.153 0.174 0.422 0.568 0.421 0.245 0.335 0.319 0.319 0.702 0.469 0.322 -0.045 0.467